(1)
{"formula": "C4H7N", "method": "ωB97M-V with the def2-TZVPD basis set", "species": ["C", "N", "C", "C", "C", "H", "H", "H", "H", "H", "H", "H"], "xyz": [[0.162965, 0.561549, -1.910284], [-0.272115, 0.896777, -0.787710], [-0.005218, 0.219314, 0.396614], [0.811897, 0.728341, 1.312161], [-0.782269, -1.051176, 0.585679], [-0.115937, 1.154032, -2.770357], [0.829456, -0.287161, -2.095537], [0.975708, 0.232690, 2.251081], [1.343945, 1.646145, 1.136748], [-0.512480, -1.780551, -0.179776], [-0.586668, -1.471376, 1.569181], [-1.849282, -0.848584, 0.492200]], "forces_ev_per_a": [[0.3, -0.2, -0.2], [-0.5, 0.6, -0.1], [0.3, -0.4, 0.5], [0.1, -0.1, -0.1], [0.0, 0.1, 0.0], [-0.1, 0.1, -0.2], [0.0, -0.1, 0.1], [0.0, -0.2, 0.2], [0.0, 0.2, -0.1], [0.0, 0.0, 0.0], [0.0, 0.0, 0.0], [-0.1, 0.0, 0.0]], "lowdin_charge": [-0.031, 0.020, -0.460, 0.039, -0.051, 0.066, 0.084, 0.050, 0.053, 0.076, 0.075, 0.081], "smiles": "C=NC(=C)C", "de_lowest_ev": 1.201, "largest_force_ha_per_bohr": 0.0166, "homo_energy_ev": -8.653, "charge": 0, "orbital_gap_ev": 9.8, "total_energy_ev": -5750.215}

---

(2)
{"formula": "C11H23N4", "method": "ωB97M-V with the def2-TZVPD basis set", "species": ["C", "C", "C", "C", "C", "C", "C", "C", "C", "C", "C", "N", "N", "N", "N", "H", "H", "H", "H", "H", "H", "H", "H", "H", "H", "H", "H", "H", "H", "H", "H", "H", "H", "H", "H", "H", "H", "H"], "xyz": [[1.777467, 1.917925, 0.779960], [2.463150, 0.677059, 1.417651], [2.412026, -1.204349, -0.455820], [1.279995, -2.081872, -0.850768], [-0.693609, -2.785858, 0.353359], [-1.810359, -1.978066, -0.410926], [0.823873, -1.104395, 1.166643], [3.212327, 1.617874, -1.159354], [-3.452253, 1.667237, 0.651127], [-2.377466, 1.755863, -0.396778], [-1.963977, 0.362553, -1.050495], [2.399721, 2.415313, -0.494829], [1.934253, -0.495243, 0.825601], [0.551712, -2.108113, 0.349314], [-1.610834, -0.618254, -0.087231], [0.783244, 1.684932, 0.576994], [1.787349, 2.708275, 1.415279], [3.593798, 0.825802, 1.432960], [2.207610, 0.789521, 2.433096], [3.280792, -1.811514, -0.213544], [2.594064, -0.458573, -1.170919], [0.517923, -1.571414, -1.548203], [1.516852, -3.047546, -1.287900], [-0.859982, -3.013029, 1.481752], [-0.513774, -3.715924, -0.053975], [-1.675811, -2.145798, -1.524898], [-2.749039, -2.494292, -0.124648], [0.073947, -0.907043, 1.937413], [3.615375, 2.166381, -2.050557], [-4.359489, 2.037589, 0.160359], [-3.588983, 0.628560, 0.927444], [-3.281479, 2.248734, 1.560940], [-1.557015, 2.249021, -0.012883], [-2.793113, 2.323134, -1.376982], [-2.765079, 0.050876, -1.740898], [-1.053826, 0.603003, -1.701347], [2.012765, 3.342301, -0.660127], [-1.732170, -0.530671, 0.903197]], "forces_ev_per_a": [[2.3, -1.6, -2.0], [1.2, 2.9, -1.1], [0.8, 0.1, 1.1], [-1.6, 1.5, -1.7], [-1.1, 0.9, 2.8], [1.1, -2.1, -0.6], [-0.2, -0.9, -1.0], [-0.2, 1.9, -0.2], [-0.9, 0.1, -0.4], [-1.8, -1.0, -4.0], [0.5, 2.7, -0.3], [0.0, -1.9, 0.9], [-0.1, -1.9, -0.9], [-0.7, -0.8, 2.0], [0.1, -1.0, 0.3], [-1.9, -0.5, -0.3], [0.1, 2.4, 2.2], [-1.5, -0.8, -0.6], [-0.6, -0.6, 1.4], [0.3, 0.3, 0.0], [0.9, 0.8, -0.7], [1.5, -0.5, 0.2], [0.2, -0.1, 0.3], [-0.6, 0.5, -1.8], [0.0, -2.1, -1.0], [-0.2, 0.2, 1.2], [0.0, 0.7, -0.2], [1.0, 0.3, 0.2], [-0.5, -0.2, 0.4], [-0.2, -0.3, 0.7], [-0.4, -0.2, 0.3], [0.1, 0.0, -0.3], [2.0, 1.1, 0.4], [1.2, -0.8, 2.4], [0.1, -0.1, 0.4], [-1.1, -0.4, 0.6], [0.7, 0.2, -0.8], [-0.7, 1.2, 0.1]], "lowdin_charge": [-0.132, -0.126, -0.039, -0.106, -0.121, -0.188, -0.022, 0.043, -0.112, -0.233, -0.229, -0.081, -0.005, -0.138, -0.107, 0.083, 0.088, 0.164, 0.111, 0.143, 0.046, 0.155, 0.148, 0.167, 0.099, 0.140, 0.129, 0.178, 0.038, 0.081, 0.059, 0.079, 0.044, 0.157, 0.120, 0.123, 0.139, 0.108], "de_lowest_ev": 1.870, "largest_force_ha_per_bohr": 0.0872, "homo_energy_ev": -11.659, "charge": 1, "orbital_gap_ev": 9.0, "total_energy_ev": -17730.081}

---

(3)
{"formula": "C5H9O6P", "method": "ωB97M-V with the def2-TZVPD basis set", "species": ["C", "C", "O", "C", "O", "C", "C", "O", "P", "O", "O", "O", "H", "H", "H", "H", "H", "H", "H", "H", "H"], "xyz": [[0.414050, -2.369732, -0.774549], [1.515460, -1.371861, -1.109944], [1.021159, -0.044214, -0.943627], [0.972263, 0.523645, 0.360559], [1.924392, 0.321076, 1.050448], [-0.171548, 1.367584, 0.644455], [-0.560414, 2.025417, -0.689438], [0.039218, 2.252812, 1.698365], [-1.535476, 0.034780, 1.232326], [-2.163999, 0.932687, 2.328273], [-0.871723, -1.257504, 1.685530], [-2.353743, -0.117667, -0.049225], [-0.351273, -1.758420, -0.399668], [0.057480, -3.044723, -1.697331], [0.755678, -3.017494, -0.013723], [1.785042, -1.678451, -2.142106], [2.340261, -1.461703, -0.497666], [-1.450060, 2.721728, -0.428641], [0.163024, 2.604607, -1.172650], [-0.986523, 1.402663, -1.384888], [-0.543269, 1.934770, 2.303502]], "forces_ev_per_a": [[0.3, -1.3, -2.5], [-1.8, -0.4, -1.1], [-1.0, 0.4, -0.9], [1.8, -0.8, -1.0], [1.0, -0.3, 1.3], [-0.3, -1.1, -1.8], [-3.0, 2.3, 3.0], [3.4, 1.8, -3.1], [-1.7, 0.4, -0.2], [0.7, -0.7, -0.4], [0.2, 0.8, 0.1], [0.2, -0.1, 0.4], [-1.7, 0.1, 0.5], [0.7, 1.6, 1.8], [0.1, -0.9, 1.0], [0.3, 1.5, 0.1], [1.9, -0.5, 1.4], [1.4, -0.8, -0.3], [1.7, 1.0, -0.4], [-0.7, -2.0, -1.3], [-3.4, -1.3, 3.5]], "lowdin_charge": [-0.083, -0.253, -0.071, -0.471, 0.090, -0.483, -0.063, -0.010, 0.189, -0.454, -0.417, -0.444, 0.010, 0.100, 0.043, 0.101, 0.068, 0.110, 0.040, 0.023, -0.023], "smiles": "CCOC(=O)[C@](C)(O)P(=O)([O-])[O-]", "de_lowest_ev": 0.000, "largest_force_ha_per_bohr": 0.0974, "homo_energy_ev": -0.098, "charge": -2, "orbital_gap_ev": 6.3, "total_energy_ev": -26905.667}

---

(4)
{"formula": "C2H7N3O", "method": "ωB97M-V with the def2-TZVPD basis set", "species": ["C", "N", "C", "N", "N", "O", "H", "H", "H", "H", "H", "H", "H"], "xyz": [[-0.597775, 0.898854, -1.203391], [0.600507, 0.744924, -0.397566], [0.363188, 0.275030, 0.962297], [-0.305513, -1.019691, 1.045304], [0.201261, -2.052889, 0.417788], [1.426732, -2.120720, 0.538325], [-1.360537, 1.489865, -0.687364], [-1.025023, -0.068995, -1.484633], [-0.343245, 1.423485, -2.129519], [1.236816, 0.085776, -0.847452], [1.321083, 0.240649, 1.496564], [-0.237154, 1.016583, 1.503959], [-1.280342, -0.912870, 0.785684]], "forces_ev_per_a": [[0.1, -0.1, -0.4], [0.2, -0.3, 0.7], [1.2, 1.0, 0.3], [-1.6, 1.4, -0.3], [2.1, -1.3, 0.6], [-1.3, 0.0, -0.8], [0.2, -0.1, 0.1], [-0.3, 0.0, -0.1], [-0.1, -0.1, 0.1], [-0.1, 0.4, 0.1], [-0.3, -0.2, -0.3], [-0.2, -0.3, -0.2], [0.0, -0.4, 0.2]], "lowdin_charge": [-0.142, -0.109, -0.241, -0.033, -0.098, -0.061, 0.082, 0.068, 0.079, 0.099, 0.115, 0.122, 0.119], "smiles": "CNCNN=O", "de_lowest_ev": 3.594, "largest_force_ha_per_bohr": 0.0502, "homo_energy_ev": -9.380, "charge": 0, "orbital_gap_ev": 10.0, "total_energy_ev": -8702.683}

---

Number 1: LUMO level 1.13 eV. Number 2: LUMO level -2.70 eV. Number 3: LUMO level 6.20 eV. Number 4: LUMO level 0.59 eV.